1.
19
Properties=species:S:1:pos:R:3:forces:R:3:nbo_charge:R:1 method="wB97M-V/def2-TZVPD" de_lowest_kcal_mol=52.6 e_homo_ev=-9.50 molar_mass_g_mol=104.149 total_charge=0 e_lumo_ev=0.59 spin_multiplicity=1 gap_ev=10.090 fmax_ev_per_a=0.5 smiles="C=CCC.C=O.O" energy_ev=-9472.8528
C -1.5341 -1.8180 -0.8314 -0.0531 -0.0009 -0.0482 -0.60
C -0.1438 -1.6369 -0.2233 0.0537 -0.0699 0.0232 -0.45
C 0.5842 -0.3856 -0.6390 0.3359 -0.0833 -0.0701 -0.11
O -1.6319 0.9193 0.6213 -0.1063 0.0713 0.2307 -0.96
C 1.6985 0.0607 -0.0635 -0.0299 -0.2376 -0.1786 -0.46
C 1.0967 2.5717 0.6846 -0.1458 0.2055 0.3688 0.29
O 0.4122 2.4639 1.6765 0.3234 0.1699 -0.3998 -0.55
H -1.8762 -2.8500 -0.7021 0.0117 0.1646 0.0091 0.21
H -2.2722 -1.1424 -0.3930 0.1100 -0.1103 -0.0958 0.22
H -1.5079 -1.6111 -1.9076 0.0080 -0.0579 0.1385 0.20
H 0.4928 -2.4639 -0.5636 -0.1191 -0.0023 0.0781 0.22
H -0.1705 -1.7206 0.8722 0.0077 0.0313 -0.1539 0.20
H 0.2141 0.1057 -1.5398 0.1113 -0.1183 0.0709 0.20
H -1.5483 0.1659 1.2172 -0.0805 0.0864 -0.0795 0.46
H 2.3022 0.8310 -0.5336 -0.1101 -0.0332 0.0883 0.19
H 2.0764 -0.3514 0.8705 0.0035 -0.0783 -0.1955 0.20
H 0.6749 2.5574 -0.3350 -0.0598 0.0417 0.1555 0.13
H 2.1887 2.7182 0.7544 -0.0990 0.0519 0.0458 0.12
H -1.0558 1.5859 1.0352 -0.1617 -0.0307 0.0126 0.49

***

2.
11
Properties=species:S:1:pos:R:3:forces:R:3:nbo_charge:R:1 method="wB97M-V/def2-TZVPD" de_lowest_kcal_mol=115.5 e_homo_ev=-10.09 molar_mass_g_mol=104.536 total_charge=0 e_lumo_ev=-0.21 spin_multiplicity=1 gap_ev=9.881 fmax_ev_per_a=7.7 energy_ev=-18793.1928
C 0.7296 0.7523 -0.2460 2.1854 5.7585 -4.6449 -0.16
C 1.1986 0.8514 1.0497 2.4992 -0.3093 2.6554 0.31
C -0.6266 -1.0040 0.3731 3.3814 -3.6517 2.4972 -0.64
C -0.4308 0.0559 -0.6043 -4.3205 0.8393 -1.6071 -0.10
O 1.9759 0.1931 0.1796 -0.6092 -0.0187 0.9401 -0.41
Cl -1.8593 1.4605 -0.2841 1.3620 -1.3027 -0.2472 -0.19
H 0.9486 1.7315 -0.8760 -0.6572 -2.0353 1.0696 0.22
H 0.1510 -0.5274 1.1999 -2.6992 -2.3914 -0.5891 0.20
H -0.0637 -2.0130 0.0232 -0.6805 2.3672 0.5076 0.24
H -1.4827 -1.5141 0.8749 -0.0996 1.5795 -0.9132 0.28
H -0.5405 0.0138 -1.6901 -0.3617 -0.8353 0.3316 0.24

***

3.
16
Properties=species:S:1:pos:R:3:forces:R:3:nbo_charge:R:1 method="wB97M-V/def2-TZVPD" de_lowest_kcal_mol=47.9 e_homo_ev=-9.13 molar_mass_g_mol=86.134 total_charge=0 e_lumo_ev=0.98 spin_multiplicity=1 gap_ev=10.105 fmax_ev_per_a=1.8 energy_ev=-7392.6865
C -0.5446 -1.2749 -1.4174 0.3278 -1.1127 0.0874 -0.59
C -0.0576 -1.4604 0.2552 -0.3837 -0.0130 -1.0674 -0.47
C -0.5879 -0.1160 0.2619 0.0621 0.8604 0.8533 0.56
O -1.7622 0.1206 0.4962 0.3008 0.3236 0.4408 -0.63
C 0.4307 0.9304 -0.0945 -0.1345 0.3632 -0.0319 -0.50
C 0.6178 1.6465 1.2305 0.1148 0.3353 0.1787 -0.60
H 0.3599 -1.4131 -2.0008 -0.0369 -0.5683 -0.0859 0.21
H -1.3474 -1.9616 -1.6382 0.1017 -0.5211 -0.0442 0.24
H -0.9457 -0.2961 -1.7925 0.4525 -0.7372 1.1088 0.25
H 1.0247 -1.6244 0.2529 -0.3043 0.4604 -0.1293 0.21
H -0.4892 -2.0431 1.1034 -0.5261 -0.3290 -1.6839 0.24
H -0.0004 1.5739 -0.8628 0.1298 0.2455 0.1321 0.22
H 1.3680 0.4873 -0.4696 -0.4006 0.1876 0.1097 0.20
H 1.1664 1.0154 1.9413 -0.0705 0.1612 -0.1147 0.20
H 1.1487 2.5842 1.0977 0.0926 0.1095 0.1703 0.21
H -0.3811 1.8314 1.6369 0.2745 0.2347 0.0764 0.23